Entry 1:
8
Properties=species:S:1:pos:R:3:forces:R:3:nbo_charge:R:1 method="wB97M-V/def2-TZVPD" lumo_energy_ev="-6.9 / -7.7" max_force_ha_per_bohr=0.0625 charge=+1 gap_ev="7.507 / 6.702" e_above_lowest_ev=4.7146 energy_ev=-12034.5325
O -2.553024 -0.581581 -1.077020 -0.3256 0.0957 -1.8478 0.0829
Sn -0.600070 -1.417559 0.852720 -0.4451 -2.7490 1.6032 1.4897
O -2.487751 -0.569047 0.115758 -0.9288 0.8485 0.9491 -0.1234
C 0.942398 0.759208 -0.295899 -0.8293 1.0205 0.1830 -0.2117
C 1.006510 -0.323407 0.494191 2.2739 1.9496 -0.4908 -0.9372
H 1.750919 1.499596 -0.361754 -0.1849 -0.4799 -0.1808 0.2352
H -0.007395 1.082456 -0.776379 0.7997 -0.3534 0.0169 0.1917
H 1.948413 -0.449666 1.048383 -0.3599 -0.3321 -0.2329 0.2728


Entry 2:
114
Properties=species:S:1:pos:R:3:forces:R:3:mulliken_charge:R:1 method="wB97M-V/def2-TZVPD" lumo_energy_ev=0.5 max_force_ha_per_bohr=0.0771 charge=-1 gap_ev=3.713 energy_ev=-91073.9709
C -0.161015 1.841746 6.497061 -1.3430 -0.4413 -0.9667 -0.6568
C -1.223032 0.643955 6.389851 1.0153 -3.0108 0.5638 0.7033
O -0.879069 -0.521252 6.677455 -1.1023 3.7680 -0.5592 -0.5455
O -2.552850 0.844829 5.946748 2.2879 0.8085 -0.2699 -0.3777
C -2.574268 1.312249 4.548708 -1.0710 -0.6074 -0.9045 -0.4890
C -2.235797 0.090096 3.566039 -0.0078 0.0076 -0.7429 -0.5798
C -1.436119 0.508897 2.248054 0.0556 0.2444 -0.3872 0.0415
C 0.004973 1.173640 2.529345 -0.7463 -0.9507 0.0116 -0.1614
C 1.136442 0.040498 2.304718 1.0283 1.6596 -0.2885 -0.0444
C 2.026898 0.321081 0.967840 -0.8404 -2.0228 -0.8002 -0.7121
C 3.239974 -0.739663 0.858727 -0.7697 0.4289 0.0559 -0.9627
C 2.854851 -2.253705 1.191958 1.2438 -0.9455 -0.3581 0.8778
O 2.932951 -2.531427 2.642298 -0.9015 0.0642 -0.7140 -0.5585
C 3.880138 -3.298206 0.496865 -0.0620 0.1480 0.1118 -0.9521
N 3.265295 -4.148611 -0.568533 0.1930 0.8461 0.3243 -0.5126
P 0.889207 0.134819 -0.541800 -0.2574 3.0033 1.8776 1.2559
O -0.187300 1.262896 -0.591632 1.9092 -2.6766 -0.5967 -0.7229
O 0.041370 -1.356518 -0.588436 0.5535 0.5612 -0.4955 -0.5765
O 1.848199 0.211120 -1.977481 -1.9751 -0.7948 1.5008 -0.6093
H -0.650044 2.745190 5.997883 1.0109 -0.9904 0.9064 0.2786
H 0.098301 2.031375 7.583842 -0.3823 -0.2813 -1.3935 0.3509
H 0.750298 1.502484 5.898521 -1.2169 0.5522 0.9388 0.0564
H -3.673145 1.595902 4.362817 1.7424 -0.2078 0.4039 0.3322
H -1.925906 2.232450 4.380621 -0.6803 -1.2836 0.2766 0.2072
H -3.222393 -0.381300 3.220273 1.2790 0.6199 0.6586 0.3213
H -1.652091 -0.748182 4.086918 -0.7411 1.4171 -0.4417 0.2343
H -1.272514 -0.455724 1.640927 -0.3250 1.4762 0.8719 -0.1748
H -2.035259 1.194334 1.542503 0.6657 -0.9885 1.2453 0.2472
H 0.140157 2.076332 1.852819 0.0846 -1.3925 0.7070 0.3327
H 0.016966 1.563977 3.608174 0.1171 -0.6230 -1.3491 0.0958
H 0.691403 -1.010694 2.330877 0.2347 1.1178 0.2877 0.2549
H 1.864953 0.138664 3.188903 -0.8495 -0.4472 -1.3369 -0.4469
H 3.663742 -0.608036 -0.205224 -0.6017 -0.6568 1.5002 0.2919
H 4.104887 -0.464251 1.563018 -1.2391 -0.3139 -0.7442 0.3189
H 1.807909 -2.566356 0.875609 1.2197 0.7191 0.0316 0.0040
H 2.190213 -3.149387 2.811869 0.7860 0.6537 0.0344 0.3598
H 4.737085 -2.718854 0.006408 -1.0790 -0.7991 0.7788 0.2293
H 4.292692 -3.982427 1.307739 -0.4092 0.9714 -0.9925 0.3970
H 2.744791 -3.491884 -1.168677 0.0138 -0.8679 0.1784 0.2323
H 2.627985 -4.851771 -0.174478 0.1818 0.7216 -0.2238 0.2524
H -0.114719 -1.703247 0.311070 0.3514 0.5206 -0.5344 0.1481
H 1.207865 0.357769 -2.706324 0.4778 -0.0069 0.5643 0.3193
C 4.947039 6.205670 3.173059 0.0292 -0.1575 0.1275 -0.5203
C 5.750349 6.846703 4.114033 0.0277 -0.1907 0.1114 -0.4335
C 6.259527 6.136169 5.194726 -0.0436 0.2238 -0.1670 -0.5812
C 5.956700 4.782795 5.344677 -0.1102 0.2143 -0.2180 0.3797
C 5.132516 4.147559 4.415389 0.0880 0.4250 -0.0897 0.1093
C 4.637260 4.859030 3.322394 -0.0406 0.1977 -0.1248 -0.5836
C 4.762561 2.724037 4.588664 -0.6165 -0.5025 -0.7120 0.3633
O 4.047560 2.169523 3.777738 0.1744 0.1677 0.2633 -0.5054
C 5.270181 1.989882 5.769992 0.1107 -0.2692 0.3667 0.0485
C 4.883377 0.665280 5.976358 -0.0124 -0.2041 0.1195 -0.4071
C 5.365265 -0.036402 7.075594 0.0088 0.1852 -0.1026 -0.6726
C 6.241897 0.578542 7.967170 -0.0084 0.1877 -0.1182 -0.3975
C 6.625205 1.899655 7.768006 -0.0303 -0.2375 0.1145 -0.6685
C 6.132219 2.611418 6.673670 -0.0281 -0.2966 0.1098 0.3230
C 6.518230 4.029234 6.489572 0.5441 0.3818 0.5660 0.4973
O 7.282464 4.570599 7.271729 -0.1661 -0.1091 -0.1618 -0.7123
H 4.557490 6.758846 2.324859 0.0257 -0.0745 0.0723 0.4093
H 5.981236 7.901138 4.003176 -0.0070 -0.0969 0.0148 0.3824
H 6.888737 6.639221 5.921539 -0.0478 -0.2162 -0.0121 0.4471
H 4.006583 4.365824 2.589354 0.0715 -0.1157 0.1806 0.5959
H 4.203203 0.179241 5.283618 0.0959 0.1829 -0.0457 0.6622
H 5.059173 -1.064691 7.237033 0.0143 0.1015 -0.0474 0.4373
H 6.623193 0.027856 8.820916 -0.0294 0.0591 -0.0752 0.3766
H 7.304299 2.374738 8.468224 -0.1015 0.0923 -0.1753 0.4576
C -3.088627 -2.818635 -5.326842 0.1672 -0.1713 -0.0404 -0.5765
C -2.420816 -2.336117 -4.202786 0.0449 -0.1026 -0.0847 -0.3149
C -1.209871 -2.895874 -3.818860 -0.0775 0.2177 0.1554 -1.0572
C -0.665981 -3.949299 -4.550602 -0.3937 0.1516 -0.1194 0.1295
C -1.343758 -4.450877 -5.661642 -0.1878 0.2015 0.0564 0.3818
C -2.552677 -3.875179 -6.055844 -0.1506 0.1858 0.0998 -0.6419
C -0.797666 -5.602700 -6.416471 -0.4904 -0.2224 -0.6660 0.5702
O -1.386130 -6.041307 -7.390688 0.1561 0.0538 0.1968 -0.7001
C 0.471896 -6.219085 -5.963071 0.2833 -0.2171 0.0564 0.2879
C 0.971196 -7.339983 -6.627196 0.2186 -0.1686 0.0106 -0.5935
C 2.168266 -7.916029 -6.216482 -0.1576 0.1658 0.0174 -0.4292
C 2.875798 -7.369815 -5.147485 -0.1624 0.1295 -0.0016 -0.5547
C 2.379282 -6.256629 -4.479569 0.1620 -0.1725 -0.0176 -0.4881
C 1.171233 -5.685171 -4.880366 0.2269 -0.3482 -0.1726 0.0548
C 0.632641 -4.521680 -4.140519 0.4263 0.4512 0.7706 0.3150
O 1.243515 -4.043264 -3.204489 -0.0388 -0.1890 -0.1937 -0.6004
H -4.030563 -2.374053 -5.631370 0.0844 -0.0434 0.0243 0.4348
H -2.845478 -1.520253 -3.627244 0.0652 -0.0610 -0.0543 0.5144
H -0.691750 -2.511300 -2.944446 0.0605 -0.1159 -0.0791 0.9604
H -3.078921 -4.250993 -6.926944 0.1785 -0.0785 0.0928 0.4534
H 0.426923 -7.768413 -7.462378 -0.0488 0.1916 0.1122 0.4488
H 2.552080 -8.790869 -6.731198 -0.0442 0.0838 0.0349 0.3814
H 3.813449 -7.815585 -4.832176 -0.0875 0.0571 -0.0148 0.4139
H 2.932149 -5.837945 -3.644185 -0.1964 0.0833 -0.0530 0.5790
C -9.505446 3.875547 -6.201874 0.1707 -0.0399 0.0813 -0.4398
C -10.104149 2.737349 -5.666658 0.1716 -0.0475 0.1056 -0.4469
C -9.377603 1.895140 -4.833236 -0.2049 0.1054 -0.1441 -0.5419
C -8.044321 2.182480 -4.541515 -0.2682 0.1845 -0.2477 0.2097
C -7.437973 3.308925 -5.096948 -0.3833 0.0077 -0.1279 0.1622
C -8.175129 4.161685 -5.919112 -0.2375 -0.0093 -0.0917 -0.5545
C -6.008330 3.599286 -4.835117 0.5657 0.6554 -0.2462 0.6124
O -5.480095 4.586107 -5.318079 -0.2029 -0.1910 0.0568 -0.6796
C -5.232241 2.667991 -3.986231 0.2304 -0.1248 0.1202 0.2827
C -3.871227 2.895854 -3.776984 0.1182 -0.1449 0.1285 -0.6825
C -3.137174 2.033248 -2.970014 -0.0086 0.1502 -0.1386 -0.6183
C -3.759769 0.946731 -2.361927 -0.1786 -0.0776 -0.0192 -0.6692
C -5.114020 0.711834 -2.571667 0.2176 0.0086 0.0198 -0.7663
C -5.851447 1.566812 -3.392305 0.2175 -0.0292 0.0890 0.2551
C -7.283720 1.288184 -3.637729 -0.2037 -0.7616 0.4926 0.5435
O -7.830433 0.334383 -3.109885 0.0413 0.2353 -0.1765 -0.6854
H -10.075928 4.537532 -6.845127 0.0616 -0.0542 0.0576 0.3850
H -11.139124 2.507939 -5.898020 0.0923 0.0174 0.0340 0.3867
H -9.850425 1.012739 -4.414924 0.2100 0.0791 0.0488 0.4531
H -7.712372 5.046597 -6.343083 0.1036 -0.1598 0.1235 0.4568
H -3.380015 3.742499 -4.244934 -0.2076 -0.0557 0.0119 0.4513
H -2.077511 2.208083 -2.811563 -0.0922 -0.0656 0.1114 0.5569
H -3.185760 0.279186 -1.726586 0.0332 0.1412 -0.0145 0.8341
H -5.592271 -0.139751 -2.098989 -0.0836 0.1449 -0.1318 0.4587


Entry 3:
84
Properties=species:S:1:pos:R:3:forces:R:3:mulliken_spin:R:1 method="wB97M-V/def2-TZVPD" multiplicity=5 lumo_energy_ev="-3.8 / -3.6" max_force_ha_per_bohr=0.2183 charge=+1 gap_ev="5.901 / 6.098" e_above_lowest_ev=9.8776 energy_ev=-70114.3499
Pm 0.000000 0.000000 0.000000 -2.1765 -4.3909 9.9601 4.0125
C 0.033462 2.137457 -0.529927 -1.4714 2.9643 -1.6895 0.0916
C -0.251247 1.331989 -1.700650 -2.2128 3.2429 -1.4284 -0.0841
C -1.965428 0.993359 -0.151977 -1.8813 3.6549 -0.8612 -0.0157
C -0.999960 1.919798 0.431347 -2.7605 2.6332 -1.4518 -0.0436
C -1.510704 0.655324 -1.462747 -1.8298 2.8024 -1.8364 0.0353
C 1.177831 3.096130 -0.393854 0.1892 -0.0235 0.0449 -0.0062
H 2.022370 2.798300 -1.021713 -0.0377 0.0925 0.0842 0.0008
H 1.526022 3.156430 0.640844 0.0254 0.0677 -0.0979 -0.0021
H 0.874784 4.104744 -0.705815 0.0551 -0.2019 0.0924 0.0025
C -1.130102 2.549535 1.783180 0.2043 -0.1222 0.1533 -0.0076
H -0.186724 3.003733 2.098684 -0.1189 0.0152 -0.0204 -0.0010
H -1.406467 1.798924 2.530034 0.2407 0.3309 -0.2865 -0.0016
H -1.899286 3.333988 1.779950 0.1671 -0.1190 -0.1094 0.0004
C -3.224762 0.538898 0.517778 0.0568 -0.1769 0.1428 -0.0014
H -4.037081 1.261742 0.361182 0.1744 -0.0910 -0.1069 -0.0002
H -3.066414 0.426515 1.594960 -0.0953 -0.0472 -0.5241 -0.0019
H -3.553231 -0.427327 0.125006 -0.0458 0.0701 0.0592 -0.0007
C -2.244468 -0.188685 -2.460963 0.0741 -0.2078 -0.0257 0.0000
H -2.978555 0.415393 -3.011208 0.1333 -0.1271 0.1433 0.0000
H -2.782343 -1.006039 -1.972792 -0.0274 0.0435 -0.1040 -0.0014
H -1.559130 -0.621350 -3.195248 -0.1074 0.0155 0.0182 0.0006
C 0.494354 1.374138 -3.000690 0.2690 -0.3039 0.0874 -0.0021
H 0.062009 2.117592 -3.685755 0.0451 -0.1854 0.2384 -0.0006
H 0.465638 0.403643 -3.504893 0.0103 0.0974 -0.0752 -0.0010
H 1.544583 1.638207 -2.845857 -0.0977 0.0037 -0.0774 -0.0017
C 6.370961 -3.472569 0.473349 -0.0836 0.2484 -0.2508 0.0002
C 6.632896 -2.601527 -0.508469 -0.1624 -0.2228 0.2291 -0.0002
C 6.943802 -2.840947 -1.962833 0.0290 -0.1415 -0.1002 0.0000
C 6.578929 -4.223156 -2.547942 0.1000 0.0778 0.0660 -0.0001
C 5.106706 -4.540785 -2.441732 -0.2066 -0.0065 0.2808 -0.0002
C 4.433631 -5.062686 -1.409478 0.1699 0.2499 -0.2311 0.0000
C 4.920935 -5.500978 -0.053216 0.1894 -0.0374 0.0641 -0.0001
C 6.299751 -4.979224 0.407887 -0.0778 -0.1001 -0.0640 0.0001
H 8.015577 -2.654807 -2.135119 -0.2104 -0.0272 0.0407 0.0000
H 7.190108 -4.999173 -2.083808 -0.1017 0.1132 -0.1310 0.0000
H 6.419101 -2.069644 -2.543990 0.0686 -0.0786 0.0557 0.0000
H 7.086722 -5.389648 -0.227431 -0.1183 0.0627 0.1577 0.0000
H 6.149130 -3.046845 1.452279 0.0801 -0.0256 -0.0878 0.0000
H 6.624042 -1.546027 -0.233610 0.0741 -0.1034 0.0199 0.0000
H 6.483271 -5.378821 1.412236 -0.0166 0.0620 -0.1696 0.0000
H 4.168566 -5.189192 0.684749 0.0679 -0.0512 -0.0384 0.0000
H 3.360879 -5.199788 -1.551424 0.0768 -0.0539 -0.0421 0.0001
H 4.927125 -6.601683 -0.013671 -0.0203 0.2135 -0.0076 0.0000
H 6.856144 -4.214596 -3.608719 -0.0475 -0.0147 0.1783 0.0000
H 4.518198 -4.278565 -3.321371 0.0503 -0.0718 0.0822 0.0000
P 2.178572 -0.475556 0.458908 10.9802 -0.3363 2.3215 0.0128
C 2.970207 -0.095660 2.072983 -0.0058 -0.2202 0.0433 0.0061
C 3.530394 -0.062951 -0.722624 0.1578 -0.3293 -0.0822 0.0053
P 0.429163 -2.154033 -0.598806 0.5259 -10.4244 -3.8793 0.0066
C 2.016325 -2.322834 0.351320 -1.0865 0.9035 0.3384 0.0013
C 0.876624 -2.608206 -2.327099 0.2929 -0.1088 0.0226 0.0030
C -0.643999 -3.564061 -0.112473 0.1453 -0.0616 0.1142 0.0058
H 2.203209 -0.198273 2.844835 0.1537 -0.0165 0.0797 -0.0003
H 3.321312 0.941216 2.060055 -0.0942 -0.1347 -0.0400 -0.0005
H 3.815194 -0.761150 2.280081 -0.1420 0.0939 -0.0162 0.0007
H 4.381247 -0.744016 -0.611042 -0.1144 0.0612 -0.0675 0.0008
H 3.870258 0.960558 -0.536982 -0.1620 -0.1071 0.0265 0.0004
H 3.152123 -0.116908 -1.746559 0.1355 -0.0239 -0.0180 0.0001
H -0.105800 -4.517508 -0.145288 -0.0810 0.1469 0.0267 -0.0003
H -1.500394 -3.608796 -0.793284 0.1315 0.0525 0.0863 -0.0004
H -1.007896 -3.363780 0.898426 -0.0374 -0.1752 -0.0720 -0.0005
H 1.768161 -2.694327 1.351127 0.1399 0.0097 -0.2073 0.0015
H 2.836953 -2.905434 -0.081046 -0.1247 0.3567 -0.2914 -0.0035
H -0.038259 -2.792536 -2.898578 0.0675 0.0901 0.1506 0.0000
H 1.499427 -3.509032 -2.355953 -0.0545 0.1620 -0.0296 -0.0014
H 1.412045 -1.779635 -2.797405 0.0594 -0.1338 -0.0664 0.0000
C -3.781705 0.235818 6.109149 0.2966 -0.9839 0.9405 -0.0002
C -3.844141 1.054949 5.007992 0.6739 0.0568 -1.2495 0.0002
C -3.022398 0.835222 3.901936 -0.1678 -0.2985 0.6951 0.0025
C -2.051976 -0.249819 3.812568 0.0163 0.0136 0.0474 0.0133
C -1.089618 -0.609259 2.679922 -1.5019 0.9939 1.0671 -0.0335
C -0.348984 -1.727836 2.985064 -1.7678 2.0841 0.3321 0.0036
C -0.367634 -2.492371 4.129272 0.0008 -0.9151 1.3378 0.0004
C -1.211425 -2.165075 5.144839 1.2450 -1.2667 -0.3899 0.0007
C -2.052383 -1.070803 5.013967 -0.5858 0.9919 -0.3619 -0.0012
C -2.895305 -0.818318 6.114820 -0.8485 0.9196 0.1347 0.0000
H -4.424636 0.418367 6.961092 0.0297 -0.0491 0.0221 -0.0001
H -4.544881 1.882471 5.006213 0.0986 -0.0078 -0.1683 0.0000
H -3.247715 1.590152 3.171859 0.5374 -0.1585 -0.7104 0.0003
H 0.274927 -1.993744 2.240160 2.3565 -1.3043 -2.3882 0.0060
H 0.286472 -3.350657 4.222316 0.0394 -0.0542 0.0079 -0.0001
H -1.210668 -2.777482 6.040123 -0.1718 0.1806 0.0406 0.0001
H -2.868868 -1.449500 6.996395 0.2190 -0.1371 -0.1782 -0.0001